(1)
Computed, not measured: the ion C8H17N2 with charge +1 at a distorted geometry, with ωB97M-V/def2-TZVPD.

Element x y z (Å)
C: -1.465 1.121 -0.091
C: -0.165 0.655 -0.663
C: 0.469 -0.682 -0.451
C: 0.333 -1.757 0.606
C: 1.118 -1.233 -1.674
C: -3.611 0.194 0.357
C: 2.314 1.086 -0.345
C: 0.827 0.814 1.477
N: -2.292 0.211 -0.296
N: 1.076 0.473 0.062
H: -1.699 2.031 0.474
H: 0.094 0.978 -1.697
H: 0.155 -1.419 1.632
H: 1.031 -2.575 0.650
H: -0.499 -2.314 0.100
H: 2.045 -1.508 -1.370
H: 1.214 -0.593 -2.492
H: 0.614 -2.240 -1.987
H: -4.073 -0.712 -0.022
H: -3.366 0.073 1.476
H: -4.194 1.056 0.143
H: 2.429 1.073 -1.491
H: 2.478 2.077 -0.035
H: 3.114 0.605 0.146
H: -0.275 0.509 1.587
H: 1.280 0.255 2.177
H: 1.047 1.823 1.729

Results
* multiplicity: 3
* highest occupied orbital energy (alpha / beta): -9.5 / -14.3 eV
* LUMO energy (alpha / beta): -2.4 / -6.0 eV
* HOMO-LUMO gap (alpha / beta): 7.1 / 8.3 eV
* charge: +1
* total energy: -11537.8476 eV
* maximum force: 7.37 eV/Å


(2)
Computed, not measured: the molecule C4H7Cl2N at a distorted geometry, with ωB97M-V/def2-TZVPD.

Element x y z (Å)
C: 0.134 -0.302 -0.649
C: 1.217 0.593 1.566
C: -2.238 -0.139 -0.990
C: 1.367 -0.144 0.198
N: -1.038 0.027 -0.220
Cl: 2.604 0.824 -0.743
Cl: 2.062 -1.790 0.400
H: 0.273 -0.747 -1.681
H: 1.980 0.284 2.154
H: 0.221 0.262 1.912
H: 1.069 1.657 1.616
H: -2.311 -1.216 -1.201
H: -2.268 0.525 -1.953
H: -3.073 0.165 -0.410

Results
* highest occupied orbital energy: -10.0 eV
* LUMO energy: 0.6 eV
* HOMO-LUMO gap: 10.6 eV
* SMILES: C/N=C/C(C)(Cl)Cl
* total energy: -30795.4607 eV
* maximum force: 4.42 eV/Å


(3)
Computed, not measured: a structure of composition C35H48N5O4RhS2Si4, with ωB97M-V/def2-TZVPD.

Element x y z (Å)
Rh: -1.407 -0.032 -0.263
C: -0.791 0.698 2.849
O: -1.413 -0.153 1.863
C: -1.819 -1.392 2.301
C: -2.070 -1.675 3.634
C: -2.429 -2.965 3.991
C: -2.539 -3.960 3.028
C: -2.317 -3.663 1.695
C: -1.960 -2.372 1.326
N: -1.751 -1.957 -0.021
N: -1.972 -2.841 -0.891
C: -1.962 -2.580 -2.218
C: -1.883 -1.294 -2.810
O: -1.700 -0.177 -2.191
C: -2.051 -1.193 -4.233
C: -2.201 -2.286 -5.007
C: -2.216 -3.606 -4.454
C: -2.339 -4.738 -5.280
C: -2.354 -5.999 -4.742
C: -2.244 -6.153 -3.353
C: -2.124 -5.060 -2.530
C: -2.111 -3.757 -3.061
H: -1.560 1.138 3.481
H: -0.294 1.482 2.295
H: -0.079 0.098 3.416
H: -1.994 -0.901 4.383
H: -2.626 -3.190 5.030
H: -2.814 -4.965 3.314
H: -2.426 -4.415 0.928
H: -2.051 -0.196 -4.653
H: -2.316 -2.177 -6.079
H: -2.421 -4.594 -6.351
H: -2.446 -6.867 -5.380
H: -2.250 -7.146 -2.922
H: -2.030 -5.195 -1.462
N: 1.765 6.968 4.048
C: 0.690 6.165 3.686
C: -0.386 6.695 2.974
C: -1.476 5.904 2.654
C: -1.510 4.573 3.041
C: -0.451 4.043 3.769
C: 0.641 4.826 4.087
S: -2.892 3.546 2.619
O: -3.903 4.426 2.085
O: -3.193 2.751 3.782
N: -2.344 2.517 1.521
C: -2.051 2.889 0.288
S: -2.272 4.468 -0.433
C: -1.517 3.920 -1.890
C: -1.188 2.624 -1.782
N: -1.476 2.033 -0.569
H: 1.905 7.788 3.481
H: 2.625 6.482 4.245
H: -0.367 7.736 2.675
H: -2.315 6.312 2.107
H: -0.493 3.015 4.107
H: 1.460 4.409 4.662
H: -1.385 4.565 -2.742
H: -0.734 2.027 -2.552
C: 1.292 -3.796 0.192
Si: 1.881 -2.112 0.787
C: 3.740 -2.044 0.474
C: 1.713 -2.075 2.660
Si: 0.962 -0.281 -0.432
Si: 1.700 -0.684 -2.687
C: 1.337 -2.438 -3.276
C: 3.569 -0.565 -2.905
C: 1.029 0.560 -3.925
Si: 2.091 1.659 0.422
C: 2.577 1.484 2.238
C: 1.206 3.298 0.220
C: 3.730 1.841 -0.486
H: 1.742 -4.570 0.821
H: 1.603 -3.983 -0.837
H: 0.211 -3.918 0.240
H: 4.210 -2.851 1.043
H: 4.181 -1.104 0.808
H: 4.003 -2.185 -0.574
H: 2.403 -2.827 3.057
H: 0.718 -2.330 3.016
H: 2.000 -1.112 3.086
H: 2.142 -3.095 -2.939
H: 1.352 -2.442 -4.370
H: 0.395 -2.873 -2.953
H: 4.125 -1.244 -2.260
H: 3.980 0.436 -2.790
H: 3.754 -0.881 -3.938
H: -0.052 0.517 -4.029
H: 1.472 0.352 -4.903
H: 1.312 1.577 -3.642
H: 1.740 1.535 2.934
H: 3.250 2.314 2.474
H: 3.122 0.560 2.431
H: 0.296 3.392 0.813
H: 0.943 3.485 -0.822
H: 1.889 4.089 0.544
H: 4.343 0.940 -0.466
H: 4.293 2.641 0.004
H: 3.578 2.133 -1.527

Results
* highest occupied orbital energy: -7.6 eV
* LUMO energy: -1.1 eV
* HOMO-LUMO gap: 6.4 eV
* total energy: -108906.8666 eV
* maximum force: 0.21 eV/Å


(4)
Computed, not measured: a cluster of 17 separate species, C4H32BO24 in total at a distorted geometry, with ωB97M-V/def2-TZVPD.

Element x y z (Å)
O: 0.063 3.154 -2.202
C: -0.294 2.138 -1.558
O: -0.742 2.219 -0.484
B: -0.672 0.823 0.156
O: -0.150 -0.016 -1.058
C: 0.186 0.895 -1.905
O: 0.698 0.572 -2.970
O: -1.934 0.246 0.795
C: -1.482 -0.321 1.857
O: -2.091 -1.259 2.335
C: -0.078 -0.110 2.071
O: 0.397 0.663 1.197
O: 0.685 -0.702 2.832
O: 3.135 1.537 2.074
H: 2.578 0.872 2.191
H: 4.066 1.053 1.871
O: 1.106 1.605 -5.798
H: 0.367 2.133 -6.093
H: 0.625 1.173 -5.121
O: -3.327 -3.968 2.810
H: -2.553 -3.399 2.842
H: -3.139 -4.513 2.029
O: 2.022 -1.857 -0.388
H: 1.478 -2.260 0.355
H: 2.119 -0.875 -0.159
O: 3.114 -2.056 4.548
H: 2.255 -1.573 4.419
H: 2.884 -2.895 4.293
O: 3.051 0.192 -0.486
H: 3.129 0.900 0.172
H: 3.507 0.440 -1.286
O: -1.081 -3.060 -0.278
H: -1.953 -2.851 -0.087
H: -0.685 -2.845 -1.109
O: -3.927 -3.095 0.054
H: -3.636 -3.968 0.002
H: -4.037 -2.824 0.903
O: -4.210 -1.157 5.248
H: -4.664 -0.585 5.802
H: -4.308 -1.010 4.247
O: -0.425 -1.812 -2.766
H: -0.790 -1.597 -3.692
H: 0.315 -1.283 -2.624
O: -4.651 0.222 2.647
H: -4.374 1.035 3.039
H: -3.961 -0.116 2.258
O: 3.391 -0.405 -4.248
H: 3.677 -0.566 -3.385
H: 3.288 0.520 -4.225
O: 2.535 3.956 -2.885
H: 1.660 3.801 -2.836
H: 2.329 4.938 -3.245
O: -0.821 5.851 -3.706
H: -0.750 6.446 -4.422
H: -0.006 6.017 -2.967
O: 0.659 -3.736 1.624
H: -0.167 -3.421 1.344
H: 0.442 -3.610 2.606
O: 1.695 3.808 1.188
H: 2.441 3.352 1.406
H: 1.015 3.184 0.768

Results
* highest occupied orbital energy: -7.2 eV
* LUMO energy: 1.6 eV
* HOMO-LUMO gap: 8.8 eV
* charge: -1
* total energy: -54486.6848 eV
* maximum force: 13.14 eV/Å


(5)
Computed, not measured: a cluster of 12 separate species, C22H68N4O22 in total at a distorted geometry, with ωB97M-V/def2-TZVPD.

Element x y z (Å)
C: 1.452 -1.938 -3.733
O: 2.407 -2.717 -3.584
N: 0.285 -2.335 -4.289
N: 1.430 -0.636 -3.338
H: 0.220 -3.275 -4.630
H: -0.471 -1.664 -4.402
H: 2.085 -0.282 -2.660
H: 0.517 -0.226 -3.245
C: -2.819 3.164 2.444
O: -3.606 3.529 1.574
N: -3.233 2.489 3.550
N: -1.462 3.324 2.401
H: -4.221 2.392 3.695
H: -2.558 2.242 4.259
H: -1.184 3.962 1.671
H: -0.788 2.786 2.904
C: -2.833 -0.825 5.180
C: -1.789 -0.072 5.968
O: -1.492 1.274 5.566
O: -2.305 -1.108 3.884
H: -3.711 -0.163 5.130
H: -3.175 -1.789 5.548
H: -0.831 -0.609 5.931
H: -1.981 -0.023 7.048
H: -0.724 1.561 6.062
H: -1.749 -0.363 3.632
C: 4.819 -0.435 -1.636
C: 5.021 -0.985 -3.041
O: 5.061 -2.387 -3.133
O: 3.507 -0.750 -1.186
H: 4.975 0.644 -1.631
H: 5.535 -0.882 -0.941
H: 5.998 -0.701 -3.450
H: 4.264 -0.441 -3.621
H: 4.142 -2.648 -3.382
H: 3.346 -1.678 -0.980
C: -3.069 -2.634 -2.419
C: -4.183 -2.295 -3.379
O: -3.768 -2.349 -4.745
O: -2.089 -1.590 -2.253
H: -2.433 -3.400 -2.873
H: -3.520 -2.818 -1.445
H: -4.575 -1.298 -3.128
H: -5.065 -2.939 -3.304
H: -4.563 -2.448 -5.271
H: -1.550 -1.870 -1.485
C: 0.227 0.270 0.960
C: 0.193 0.665 -0.529
O: 1.434 1.251 -0.846
O: 1.044 -0.883 1.134
H: -0.751 0.115 1.430
H: 0.641 1.129 1.504
H: -0.619 1.399 -0.502
H: -0.211 -0.183 -1.086
H: 2.019 0.501 -0.641
H: 1.203 -1.115 2.062
C: -0.412 -4.492 1.485
C: -1.195 -3.291 0.945
O: -0.653 -2.827 -0.297
O: 0.924 -4.111 1.786
H: -0.381 -5.299 0.751
H: -0.997 -4.817 2.346
H: -1.282 -2.423 1.597
H: -2.230 -3.605 0.791
H: 0.124 -2.275 -0.127
H: 1.352 -3.917 0.947
C: 2.087 -0.001 5.710
C: 1.232 -0.856 4.760
O: 1.673 -0.789 3.424
O: 3.289 -0.654 6.043
H: 1.513 0.160 6.626
H: 2.260 0.958 5.209
H: 0.205 -0.510 4.907
H: 1.373 -1.875 5.132
H: 2.369 -1.442 3.284
H: 4.046 -0.360 5.494
C: -3.629 0.533 -0.709
C: -4.632 1.431 -1.406
O: -5.477 2.074 -0.447
O: -4.259 -0.671 -0.237
H: -3.186 0.968 0.195
H: -2.831 0.323 -1.420
H: -5.247 0.994 -2.197
H: -4.209 2.233 -2.027
H: -4.900 2.590 0.134
H: -5.151 -0.324 -0.092
C: -1.542 1.061 -4.193
C: -2.744 1.971 -4.496
O: -3.933 1.212 -4.488
O: -1.649 -0.216 -4.830
H: -1.389 0.832 -3.131
H: -0.573 1.462 -4.491
H: -2.565 2.459 -5.459
H: -2.823 2.774 -3.764
H: -4.034 0.837 -5.368
H: -2.359 -0.752 -4.450
C: 4.725 0.980 3.248
C: 4.183 0.669 1.863
O: 4.393 -0.692 1.486
O: 5.014 -0.197 4.018
H: 4.081 1.650 3.821
H: 5.642 1.578 3.219
H: 4.509 1.352 1.072
H: 3.110 0.894 1.925
H: 3.814 -0.723 0.702
H: 5.958 -0.190 4.194
C: 1.630 3.267 -3.487
C: 2.724 4.315 -3.341
O: 3.776 3.924 -2.465
O: 0.641 3.411 -2.475
H: 2.073 2.286 -3.284
H: 1.240 3.214 -4.503
H: 2.312 5.254 -2.957
H: 3.136 4.614 -4.308
H: 3.633 4.348 -1.617
H: 0.746 2.736 -1.796

Results
* highest occupied orbital energy: -9.5 eV
* LUMO energy: -0.1 eV
* HOMO-LUMO gap: 9.4 eV
* SMILES: NC(N)=O.NC(N)=O.OCCO.OCCO.OCCO.OCCO.OCCO.OCCO.OCCO.OCCO.OCCO.OCCO
* total energy: -74918.7851 eV
* maximum force: 3.33 eV/Å


(6)
Computed, not measured: a cluster of 2 separate species, C7H12OSi in total at a distorted geometry, with ωB97M-V/def2-TZVPD.

Element x y z (Å)
C: 1.759 -1.255 0.207
C: 2.418 -0.013 0.751
C: 0.987 -0.680 -0.964
C: 1.921 1.089 0.154
C: 1.053 0.635 -0.906
C: -2.702 -0.411 -1.067
C: -1.140 1.210 1.215
O: -1.031 -1.851 0.905
Si: -1.506 -0.483 0.434
H: 2.468 -1.882 -0.154
H: 3.070 -0.024 1.637
H: 0.361 -1.165 -1.715
H: 2.241 2.105 0.308
H: 0.857 1.376 -1.650
H: -2.191 -0.022 -1.994
H: -3.067 -1.343 -1.250
H: -3.579 0.250 -0.788
H: -1.747 1.951 0.841
H: -1.210 1.058 2.272
H: -0.153 1.322 0.961
H: 1.191 -1.868 0.802

Results
* highest occupied orbital energy: -8.8 eV
* LUMO energy: 0.7 eV
* HOMO-LUMO gap: 9.5 eV
* SMILES: C[Si](C)=O.C1=CCC=C1
* total energy: -17377.3157 eV
* maximum force: 3.79 eV/Å


(7)
Computed, not measured: a structure of composition C31H49F15NbO11 at a distorted geometry, with ωB97M-V/def2-TZVPD.

Element x y z (Å)
C: -1.336 1.555 -2.630
C: -2.059 2.455 -2.968
C: -2.632 3.627 -3.659
C: -2.503 4.963 -2.917
C: -1.173 5.766 -2.891
Nb: 0.775 5.176 -3.854
C: 1.564 7.301 -4.135
C: 2.161 7.827 -5.485
C: 2.416 6.844 -6.620
C: 1.936 4.897 -1.873
O: 1.157 4.952 -0.661
C: 0.635 3.696 -0.310
C: -0.773 3.823 0.284
H: -0.549 0.862 -2.451
H: -3.708 3.400 -3.706
H: -2.296 3.690 -4.695
H: -2.842 4.787 -1.889
H: -3.288 5.615 -3.321
H: -1.380 6.743 -3.353
H: -0.980 6.028 -1.842
H: 0.407 3.385 -3.967
H: 2.350 4.624 -4.639
H: -0.042 5.368 -5.511
H: 0.715 7.958 -3.901
H: 2.325 7.488 -3.371
H: 1.533 8.642 -5.863
H: 3.123 8.306 -5.262
H: 1.520 6.344 -6.984
H: 3.150 6.086 -6.352
H: 2.841 7.392 -7.475
H: 2.609 5.765 -1.835
H: 2.613 4.030 -1.892
H: 0.658 2.974 -1.132
H: 1.277 3.291 0.492
H: -1.541 3.488 -0.412
H: -0.944 4.881 0.496
H: -0.873 3.274 1.221
C: -3.340 -0.593 5.801
C: -3.893 0.464 4.871
O: -3.007 0.701 3.760
C: -3.076 -0.171 2.768
O: -3.795 -1.128 2.710
C: -2.116 0.233 1.640
F: -0.912 0.563 2.118
F: -2.605 1.278 0.974
F: -1.951 -0.775 0.781
H: -2.338 -0.321 6.134
H: -3.984 -0.704 6.670
H: -3.269 -1.558 5.300
H: -3.979 1.417 5.388
H: -4.884 0.197 4.505
C: -4.622 -2.759 -0.501
C: -3.780 -3.533 0.487
O: -4.377 -4.821 0.788
C: -4.167 -5.774 -0.099
O: -3.545 -5.687 -1.116
C: -4.820 -7.085 0.374
F: -6.062 -6.893 0.829
F: -4.105 -7.645 1.377
F: -4.881 -7.971 -0.613
H: -5.643 -2.656 -0.132
H: -4.200 -1.766 -0.654
H: -4.669 -3.267 -1.464
H: -3.727 -2.999 1.431
H: -2.761 -3.671 0.128
C: 2.501 -4.542 -3.424
C: 2.511 -3.271 -4.245
O: 2.310 -2.113 -3.416
C: 3.375 -1.666 -2.767
O: 4.477 -2.132 -2.802
C: 3.003 -0.406 -1.971
F: 1.854 -0.570 -1.300
F: 2.854 0.631 -2.791
F: 3.952 -0.108 -1.083
H: 1.581 -4.612 -2.843
H: 2.574 -5.413 -4.076
H: 3.335 -4.565 -2.724
H: 1.686 -3.269 -4.953
H: 3.434 -3.166 -4.814
C: 6.727 -0.209 -0.108
C: 8.177 -0.006 0.269
O: 8.330 0.206 1.690
C: 8.322 -0.879 2.447
O: 8.204 -2.010 2.078
C: 8.536 -0.483 3.918
F: 7.772 0.557 4.264
F: 9.817 -0.139 4.123
F: 8.248 -1.496 4.730
H: 6.119 0.625 0.242
H: 6.624 -0.289 -1.189
H: 6.326 -1.117 0.341
H: 8.568 0.893 -0.202
H: 8.798 -0.843 -0.048
C: -3.268 -6.087 3.844
C: -3.896 -6.864 4.980
O: -3.542 -6.304 6.265
C: -4.243 -5.252 6.658
O: -5.143 -4.728 6.071
C: -3.753 -4.791 8.042
F: -2.417 -4.739 8.097
F: -4.168 -5.633 8.998
F: -4.226 -3.579 8.324
H: -2.186 -6.028 3.980
H: -3.482 -6.576 2.890
H: -3.648 -5.066 3.803
H: -3.516 -7.884 4.994
H: -4.980 -6.917 4.885

Results
* highest occupied orbital energy: -4.1 eV
* LUMO energy: 1.7 eV
* HOMO-LUMO gap: 5.8 eV
* charge: -1
* total energy: -97770.5302 eV
* maximum force: 2.98 eV/Å


(8)
Computed, not measured: the molecule C2HClN2OS at a distorted geometry, with ωB97M-V/def2-TZVPD.

Element x y z (Å)
C: -0.219 -0.314 0.014
C: 1.047 0.227 0.035
H: -1.976 -1.457 0.323
N: -0.291 1.951 -0.121
N: 0.862 1.586 -0.028
O: -1.107 0.733 -0.067
S: -0.764 -1.917 -0.089
Cl: 2.448 -0.809 -0.066

Results
* highest occupied orbital energy: -9.4 eV
* LUMO energy: 0.4 eV
* HOMO-LUMO gap: 9.9 eV
* SMILES: Sc1onnc1Cl
* total energy: -30472.9691 eV
* maximum force: 3.11 eV/Å